1.
Formula: C4H3N3O
Source: the OMol25 dataset
Level of theory: the ωB97M-V functional and the def2-TZVPD basis

Values from the calculation:
E_tot, a.u.: -393.6387
SMILES: O=C=Nc1ncc[nH]1
Molar mass, g mol⁻¹: 109.1
Total charge: 0
Kohn-Sham gap (spin up / spin down), eV: 7.4 / 7.4
Energy above the lowest of the compared OMol25 structures with the same formula, charge and spin, kcal/mol: 50.6

Geometry (Å):
1 C -2.84 0.08 0.21
2 C 1.19 -1.19 0.05
3 C 1.80 0.06 0.09
4 C -0.38 0.28 0.04
5 N -0.18 -1.01 0.14
6 N -1.54 0.92 0.11
7 N 0.74 1.04 -0.04
8 O -3.88 -0.34 -0.13
9 H 1.59 -2.18 -0.23
10 H 2.90 0.26 -0.08
11 H 0.60 2.08 -0.17



2.
Formula: C2H2FOV
Source: the OMol25 dataset
Level of theory: the ωB97M-V functional and the def2-TZVPD basis

Values from the calculation:
E_tot, a.u.: -1196.0472
Molar mass, g mol⁻¹: 112.0
Total charge: +1
Kohn-Sham gap (spin up / spin down), eV: 8.4 / 8.7
2S+1: 4
Energy above the lowest of the compared OMol25 structures with the same formula, charge and spin, kcal/mol: 16.9

Geometry (Å):
1 O 0.63 -0.32 -0.64
2 C -0.49 -0.25 -0.27
3 C -1.72 -0.23 0.17
4 H -2.08 -1.02 0.83
5 F -2.57 0.73 -0.20
6 V 2.44 0.24 -0.26
7 H 3.80 0.86 0.37